Formula: C2H11N4O
Source: the OMol25 dataset
Level of theory: ωB97M-V/def2-TZVPD

Calculated values
HOMO level = -13.12 eV
relative energy (zero: lowest compared OMol25 entry of this formula, charge and spin) = 107.1 kcal/mol
strongest force on any atom = 6.52 eV/A

Structure (ORCA input):
```
! wB97M-V def2-TZVPD RIJCOSX def2/J DEFGRID3
* xyz 1 1
O 1.299 0.516 -0.311
N 2.277 -2.753 -0.618
N -0.826 -0.017 1.213
N 2.090 -0.324 -0.725
N -2.860 1.618 0.665
C 1.635 -1.709 -0.541
C 3.317 -0.161 -1.095
H -3.090 1.451 -0.370
H -3.600 1.067 1.085
H 0.591 -1.575 -0.224
H -1.756 0.794 0.863
H -1.077 -0.940 1.197
H -2.693 2.466 1.198
H -0.685 0.480 2.054
H 3.249 -2.962 -0.733
H 3.766 0.797 -1.322
H 0.093 0.333 0.653
H 3.811 -1.112 -1.348
*
```